C5H8O2 in the gas phase, computed with ωB97M-V with the def2-TZVPD basis set.

Last column: Löwdin charge in e.
Cartesian coordinates (Å):
O (-1.707095, -2.151588, 0.185347)  0.103
C (-1.264925, -1.055449, -0.013135)  -0.342
C (-1.919243, 0.337213, -0.096327)  -0.083
C (-0.529269, 0.957269, -0.336445)  -0.143
C (0.131243, -0.369789, 0.054743)  -0.208
C (1.634447, -0.514426, -0.175275)  -0.202
O (2.140826, 0.509642, 0.684586)  -0.075
H (-2.643051, 0.406588, -0.910994)  0.115
H (-2.387975, 0.668526, 0.837848)  0.122
H (-0.218810, 1.782844, 0.302444)  0.109
H (-0.381648, 1.246779, -1.382229)  0.117
H (0.085461, -0.416834, 1.151816)  0.159
H (2.008952, -1.500786, 0.124053)  0.120
H (1.956755, -0.314830, -1.207651)  0.119
H (3.094338, 0.414845, 0.781219)  0.089

Atoms 1-6, force components in eV/Å:
O 0.4309 0.4505 -0.4314
C -0.0943 -0.3517 0.0474
C -0.1959 -0.0078 -0.0784
C 0.0530 0.2043 0.0205
C 0.1089 0.1164 0.3631
C -0.2623 -0.3779 -0.2044

Output
E_HOMO   -0.3485 Eh
SMILES string   O=C1CC[C@@H]1CO
DFT total energy   -345.73780 Eh
Net charge   0
HOMO-LUMO gap   10.22 eV
Relative energy (zero: lowest compared OMol25 entry of this formula, charge and spin)   42.1 kcal per mole